{
  "formula": "C6H9NO",
  "method": "ωB97M-V/def2-TZVPD",
  "de_lowest_ev": 2.699,
  "energy_ha": -363.9251,
  "smiles": "c1ccncc1.CO",
  "orbital_gap_ev": 10.2,
  "homo_ha": -0.359,
  "species": ["H", "C", "H", "C", "H", "C", "H", "C", "N", "C", "H", "H", "H", "H", "O", "H", "C"],
  "positions_angstrom": [[-2.9740, 2.1622, 0.1493], [-1.0867, -1.2528, -0.2383], [3.8142, 0.8820, 0.9359], [3.8932, -0.0907, 0.4331], [-0.4633, 2.1232, -0.1349], [-2.4876, -1.1868, 0.0319], [-3.1409, -2.0402, -0.2352], [-2.4365, 1.3448, -0.0323], [-0.3788, -0.0458, -0.3294], [-3.1931, 0.0385, -0.0822], [-4.2410, -0.1214, -0.1207], [-0.5764, -2.1613, -0.2738], [5.0309, -0.1854, 0.3823], [2.4763, 0.2264, -0.4899], [3.3341, 0.1278, -0.8422], [3.4544, -1.0082, 1.0083], [-1.0249, 1.1877, -0.1620]]
}

{
  "formula": "C16H21CdN3O3",
  "method": "ωB97M-V/def2-TZVPD",
  "total_charge": -2,
  "energy_ha": -1179.8676,
  "orbital_gap_ev": 3.9,
  "homo_ha": 0.025,
  "species": ["H", "H", "C", "C", "H", "C", "C", "H", "H", "N", "C", "H", "C", "O", "H", "H", "H", "C", "H", "H", "C", "H", "C", "H", "H", "C", "H", "H", "C", "C", "N", "O", "Cd", "C", "H", "C", "H", "H", "N", "H", "C", "H", "O", "C"],
  "positions_angstrom": [[-2.1787, -2.2049, -1.1446], [0.5181, 1.6898, 5.0745], [-1.1060, -2.0064, -1.1559], [-1.9581, -0.8310, 5.2007], [-4.0624, -0.8810, 4.8521], [-0.4832, 1.3648, 5.3879], [-1.4439, 1.7785, -0.8801], [-3.2392, 0.3769, 3.9397], [2.2249, -1.9503, 4.6041], [1.4104, -1.4268, 4.2613], [1.1152, -1.9990, -0.6601], [-2.0275, 2.3280, -0.0945], [-1.4504, 2.4405, 4.9955], [0.7523, -1.1117, 6.4015], [1.7110, -0.8335, -2.4752], [1.5476, 2.6346, -2.4517], [2.0555, -2.1808, -0.1569], [0.9420, -1.2893, -1.8608], [-1.5381, 2.5648, 3.9199], [2.1120, 1.2751, -0.5070], [-3.2633, -0.1411, 4.8998], [-1.8668, -0.9866, 6.2822], [-0.6564, -0.0804, 4.7704], [-1.0564, 3.3755, 5.3894], [-1.9723, 1.2230, -1.6652], [0.4480, 2.6128, -2.4304], [-0.4848, 1.2034, 6.4666], [-0.2195, 2.8195, -3.3009], [0.0356, 2.0932, -1.2758], [1.4624, -1.0683, 2.8868], [1.1000, 1.4425, -0.6314], [-1.6122, 0.7044, 2.6551], [-0.4055, 0.6729, 0.7379], [0.5363, -0.9051, 5.2294], [-0.3359, -3.0424, 0.6512], [-0.6583, 0.0838, 3.2427], [-1.9400, -1.8134, 4.7023], [-0.8968, -0.8621, -3.0647], [0.3502, -0.3222, 2.4764], [-2.4450, 2.3031, 5.3974], [-0.4317, -1.2916, -2.1772], [-3.5152, 0.5618, 5.6874], [2.3384, -1.3696, 2.1620], [-0.1366, -2.4349, -0.2238]]
}

{
  "formula": "C62H136N8O8",
  "method": "ωB97M-V/def2-TZVPD",
  "multiplicity": 2,
  "total_charge": 1,
  "energy_ha": -3483.1548,
  "orbital_gap_ev": [6.5, 2.5],
  "homo_ha": [-0.338, -0.338],
  "species": ["H", "H", "H", "C", "C", "C", "C", "H", "C", "H", "C", "H", "H", "H", "H", "H", "H", "C", "C", "O", "C", "C", "H", "H", "H", "C", "H", "H", "H", "H", "H", "H", "H", "H", "H", "C", "H", "C", "H", "H", "H", "H", "C", "H", "H", "H", "H", "H", "C", "H", "H", "H", "H", "H", "C", "C", "C", "N", "H", "C", "H", "H", "C", "H", "C", "C", "H", "C", "C", "C", "C", "H", "H", "H", "C", "H", "H", "C", "C", "H", "H", "H", "C", "H", "C", "H", "H", "C", "C", "H", "C", "H", "O", "H", "C", "H", "H", "H", "H", "H", "H", "O", "H", "H", "O", "H", "H", "H", "H", "H", "H", "C", "C", "N", "H", "H", "H", "C", "H", "O", "H", "H", "H", "C", "H", "H", "H", "H", "H", "C", "N", "C", "H", "C", "H", "H", "H", "O", "H", "C", "H", "H", "C", "C", "H", "H", "N", "C", "H", "H", "H", "H", "C", "H", "H", "C", "N", "H", "O", "C", "C", "H", "H", "C", "H", "C", "H", "C", "H", "H", "H", "H", "C", "N", "H", "H", "H", "H", "H", "H", "H", "H", "N", "C", "H", "C", "C", "N", "C", "H", "H", "H", "H", "H", "H", "H", "H", "H", "H", "C", "H", "H", "H", "O", "H", "H", "H", "H", "H", "H", "C", "H", "C", "C"],
  "positions_angstrom": [[-29.1658, -31.8774, -28.1023], [-24.2655, -21.0926, -22.9101], [-30.8056, -23.7100, -31.3926], [-30.9797, -20.8425, -26.6661], [-21.3379, -20.6981, -22.1736], [-27.1463, -21.8215, -32.4013], [-27.4702, -25.6308, -29.5439], [-24.1585, -17.6906, -29.9782], [-19.4503, -19.2690, -23.2886], [-28.9201, -16.9843, -27.7201], [-24.8893, -20.5236, -22.2207], [-27.4660, -25.0062, -26.2730], [-28.3865, -24.4956, -19.5768], [-27.5362, -20.3719, -21.1377], [-25.7884, -17.9655, -30.6175], [-27.5727, -18.8562, -27.2562], [-23.8656, -20.3667, -27.4270], [-29.2485, -28.3634, -27.5204], [-32.3668, -20.1525, -27.0765], [-21.7409, -20.6936, -25.0044], [-20.1497, -20.7289, -23.1965], [-32.1458, -18.5571, -27.3200], [-28.6202, -20.8751, -30.0514], [-27.1066, -19.1122, -28.8672], [-18.4444, -20.9625, -27.2636], [-26.7286, -20.4377, -20.4086], [-27.8907, -18.3115, -30.9647], [-24.3655, -14.8063, -29.6733], [-33.7862, -20.9475, -22.6214], [-27.2193, -27.5711, -24.0702], [-30.0455, -24.9613, -28.6311], [-25.5348, -20.8854, -25.7492], [-29.2156, -18.1819, -28.8242], [-22.6875, -25.0463, -26.0552], [-33.6472, -20.3788, -28.8850], [-23.5010, -25.3660, -24.0029], [-25.3244, -29.6639, -26.6045], [-26.0689, -17.3463, -27.9850], [-26.7671, -22.8841, -23.4020], [-27.9658, -22.7572, -19.1650], [-32.1633, -18.3249, -28.3848], [-19.0632, -23.6868, -24.7097], [-29.9318, -29.5579, -26.8205], [-29.3963, -14.8640, -28.8988], [-29.7136, -21.4720, -24.9501], [-27.2845, -22.1585, -26.8220], [-25.9952, -24.6307, -18.8922], [-28.7022, -28.8298, -28.3402], [-25.0672, -17.2010, -30.3283], [-24.2024, -22.9600, -18.2870], [-30.2214, -30.8981, -24.4468], [-25.7996, -28.6161, -24.2227], [-30.5597, -29.8902, -27.6472], [-24.0726, -22.7976, -25.0688], [-28.4010, -31.5083, -27.4191], [-28.2429, -27.6323, -26.5654], [-26.3780, -22.6754, -26.5070], [-33.4200, -20.5026, -26.0532], [-29.6743, -22.5746, -33.3671], [-28.4799, -17.4026, -28.6253], [-21.0276, -20.4714, -21.1536], [-24.5372, -21.7463, -28.3735], [-18.6939, -22.6700, -24.8428], [-25.6118, -20.0600, -22.8923], [-25.6229, -24.0281, -19.7206], [-18.8530, -20.6644, -26.2980], [-22.9342, -26.6579, -25.7682], [-29.3952, -15.4444, -29.8214], [-29.3892, -24.1477, -28.9400], [-24.7094, -15.3278, -28.7801], [-27.3054, -18.3075, -28.1593], [-31.0226, -21.8792, -27.0000], [-24.1212, -26.1006, -23.4893], [-31.2457, -18.1989, -26.8203], [-27.1483, -28.6462, -25.9732], [-31.2975, -21.1272, -23.3289], [-29.1774, -20.5412, -31.6272], [-19.7332, -21.7157, -25.5378], [-25.6624, -21.3492, -21.1463], [-24.3263, -25.6016, -26.0531], [-34.9760, -20.2766, -23.6676], [-19.4562, -27.5012, -23.1554], [-25.0077, -22.7634, -18.9948], [-32.0416, -22.2034, -24.4400], [-32.7275, -18.8507, -24.1546], [-34.3955, -21.8825, -24.0253], [-30.1254, -20.5930, -27.2954], [-26.4794, -27.9619, -24.7686], [-30.0161, -24.1809, -31.9782], [-26.6181, -22.6223, -32.9188], [-23.3805, -25.6951, -25.5194], [-23.7200, -22.2364, -20.6534], [-27.1798, -22.2959, -22.7654], [-25.9343, -27.0445, -24.9910], [-20.0245, -26.5737, -23.0850], [-28.4214, -23.7489, -33.3794], [-21.0327, -21.8506, -27.2870], [-26.8883, -25.2549, -28.7024], [-31.9946, -20.7710, -29.2012], [-26.7784, -13.9347, -30.1232], [-25.6928, -22.2239, -18.3407], [-26.7056, -22.8866, -29.6918], [-19.8519, -26.0230, -22.1604], [-29.3985, -14.7423, -30.6551], [-21.4500, -26.6517, -23.3339], [-30.4001, -15.8412, -29.9655], [-25.9009, -23.3349, -29.9622], [-26.4797, -30.6228, -24.3114], [-20.0674, -18.6329, -23.9233], [-26.3359, -21.3353, -31.8582], [-29.9144, -27.5837, -27.8904], [-26.7773, -23.7290, -20.7478], [-28.4466, -24.5516, -30.0436], [-27.6715, -23.4113, -30.5944], [-30.0687, -21.7281, -30.6282], [-24.7944, -16.5608, -31.1673], [-30.6357, -29.2107, -26.0642], [-24.7614, -20.9315, -27.6850], [-17.3598, -21.3238, -23.8025], [-26.7739, -14.7182, -30.6779], [-25.5469, -28.0345, -27.2657], [-18.6488, -21.2793, -21.7327], [-28.8450, -22.9256, -20.4537], [-33.0254, -20.2993, -24.5977], [-32.8638, -18.8665, -23.0733], [-28.9102, -32.0049, -24.6174], [-24.2067, -20.8698, -19.5796], [-23.7927, -15.7816, -28.4036], [-28.6336, -24.0092, -25.3622], [-18.0535, -22.1336, -23.5764], [-26.9286, -15.6859, -29.6767], [-34.0825, -20.9010, -23.6693], [-19.5990, -26.0211, -23.9227], [-26.0555, -28.9635, -27.0081], [-21.9009, -21.6314, -22.1865], [-32.8547, -21.8922, -28.3182], [-29.9159, -23.2324, -29.2098], [-26.6516, -23.4462, -25.3257], [-30.5931, -24.7084, -32.7377], [-29.6756, -31.4803, -25.1892], [-26.3049, -16.7446, -27.1073], [-25.0550, -24.0729, -24.3014], [-28.9250, -30.6222, -26.2431], [-28.0838, -23.5137, -19.9409], [-25.2263, -17.9605, -27.6673], [-27.7929, -24.8538, -22.3333], [-26.3420, -22.5688, -21.6235], [-28.2294, -22.4494, -31.5562], [-18.0460, -20.3381, -25.6420], [-25.0147, -14.6081, -28.0205], [-31.7427, -18.4936, -24.4559], [-26.9655, -26.1994, -30.3250], [-28.1920, -16.4452, -29.8752], [-26.0897, -25.1549, -22.3667], [-29.2707, -17.5110, -31.4629], [-20.4374, -22.5117, -26.6572], [-20.6590, -21.3261, -24.4788], [-19.7646, -22.5817, -22.3768], [-26.8349, -30.9170, -25.1533], [-26.9184, -24.9480, -21.6895], [-25.1906, -21.6815, -26.4095], [-32.9150, -17.8932, -26.9254], [-27.0864, -25.8293, -21.0706], [-29.0808, -23.2040, -32.7040], [-17.9369, -22.8421, -25.6080], [-22.1212, -25.3662, -23.3438], [-28.7115, -27.1397, -25.7134], [-25.7388, -16.4095, -29.2348], [-27.5314, -21.1349, -33.1552], [-21.4571, -24.6458, -23.8215], [-21.1454, -23.2405, -26.2628], [-28.6350, -25.8350, -31.7543], [-24.5317, -21.7764, -20.0898], [-27.7700, -29.9720, -25.5320], [-33.4642, -18.1722, -24.5847], [-18.4155, -19.3533, -23.6205], [-27.5899, -31.0774, -28.0061], [-25.5499, -20.3236, -28.1288], [-30.3482, -32.2242, -25.6163], [-30.1657, -19.8080, -24.9223], [-19.8349, -23.0611, -27.3806], [-28.0365, -26.4145, -29.0406], [-23.9840, -22.2996, -25.9430], [-27.6182, -24.4054, -25.3764], [-22.1171, -25.0406, -22.3036], [-30.5459, -20.8009, -25.1624], [-19.1592, -21.7026, -22.5978], [-24.1330, -24.0546, -23.8895], [-31.7667, -21.1564, -24.3123], [-24.8888, -24.6240, -20.2629], [-23.6193, -22.9646, -26.6100], [-28.8627, -23.8898, -28.0210], [-29.9745, -25.8888, -30.7932], [-22.3315, -21.4309, -25.1750], [-27.4960, -25.0397, -24.4985], [-27.7087, -26.9137, -27.1869], [-25.9735, -23.2486, -27.3411], [-19.5176, -18.6540, -22.3912], [-35.1824, -20.7005, -26.5550], [-29.2414, -25.1635, -31.1464], [-17.3775, -22.9127, -23.2238], [-24.3081, -23.7805, -22.9333], [-27.9460, -32.4625, -27.1535], [-34.6413, -19.9113, -26.4772], [-19.3615, -19.7290, -26.5312], [-24.2906, -19.7393, -21.7575], [-22.0482, -19.9132, -22.4331], [-26.4321, -29.4494, -27.9083], [-26.4083, -19.4108, -20.2328], [-27.6928, -16.8342, -31.9496], [-28.2525, -17.2979, -31.1373], [-27.1921, -20.8020, -19.4918], [-32.7588, -20.8117, -28.4251], [-29.0834, -21.3581, -30.9117]]
}

{
  "formula": "C2H4N4S",
  "method": "ωB97M-V/def2-TZVPD",
  "de_lowest_ev": 3.931,
  "energy_ha": -695.6875,
  "orbital_gap_ev": 7.4,
  "homo_ha": -0.305,
  "species": ["H", "S", "H", "N", "N", "N", "C", "C", "N", "H", "H"],
  "positions_angstrom": [[-0.7996, 2.1942, -0.5171], [2.1798, -0.6267, -0.0081], [-0.4260, -2.7023, -0.2845], [-0.4364, -1.7329, -0.1402], [-1.6469, -0.0724, 0.1100], [-0.1873, 1.6937, 0.0088], [-0.4261, 0.3686, -0.0041], [0.4840, -0.6263, 0.0090], [-1.6746, -1.3046, 0.1540], [2.2909, 0.7510, 1.2404], [0.6423, 2.0576, -0.5683]]
}